C58H66MgN6O3Si | wB97M-V/def2-TZVPD

Values from the calculation:
**HOMO-LUMO gap**: 5.41 eV
**Total charge**: -2
**HOMO energy**: -1.159 eV
**2S+1**: 1

Atoms and positions in Å:
1 Mg 0.4254 -0.0688 -0.3901
2 C 2.1086 -2.5855 5.5693
3 C 1.0310 -1.5472 5.2173
4 C 0.5635 -1.6550 3.7967
5 C -0.5136 -2.3292 3.3130
6 C -1.5592 -3.0935 4.0675
7 C -1.3177 -4.6119 4.0668
8 C -0.4740 -2.1607 1.8632
9 N 0.5793 -1.3990 1.4920
10 C 1.2340 -1.0789 2.6333
11 C 2.3571 -0.2554 2.7099
12 C 3.0216 0.3492 1.6417
13 C 4.2183 1.1777 1.7685
14 C 4.8778 1.5998 3.0480
15 C 6.1085 0.7522 3.4023
16 C 4.5747 1.5181 0.5017
17 C 3.5947 0.9112 -0.3822
18 C 3.5699 1.0816 -1.7704
19 C 2.6240 0.5438 -2.6408
20 N 1.6048 -0.2762 -2.2698
21 C 0.9997 -0.6769 -3.4208
22 C -0.0394 -1.5992 -3.4960
23 C -0.7162 -2.1765 -2.4201
24 N -0.4618 -1.9243 -1.1135
25 C -1.3437 -2.6791 -0.4023
26 C -1.3862 -2.7505 0.9833
27 C -2.2040 -3.4475 -1.2972
28 C -1.8168 -3.1285 -2.5571
29 C -2.3809 -3.6158 -3.8558
30 C -1.5801 -4.7803 -4.4639
31 C -3.2338 -4.4421 -0.8607
32 C -2.6168 -5.7961 -0.4765
33 C 1.6122 -0.0282 -4.5769
34 C 2.6282 0.7346 -4.0908
35 C 3.5857 1.6030 -4.8506
36 C 4.9509 0.9347 -5.0874
37 C 1.1711 -0.1913 -5.9994
38 C 1.8589 -1.3679 -6.7107
39 N 2.6702 0.2137 0.3288
40 C 5.7076 2.3915 0.0707
41 C 6.8890 1.6018 -0.5124
42 H 2.5115 -2.4317 6.5782
43 H 2.9328 -2.5273 4.8531
44 H 1.6944 -3.5961 5.5139
45 H 1.4315 -0.5446 5.4004
46 H 0.1774 -1.6687 5.8887
47 H -2.5388 -2.8842 3.6290
48 H -1.5975 -2.7341 5.0977
49 H -1.3142 -4.9976 3.0423
50 H -2.0887 -5.1441 4.6350
51 H -0.3444 -4.8434 4.5087
52 H 2.7604 -0.0753 3.7012
53 H 4.1557 1.5429 3.8635
54 H 5.1729 2.6490 2.9739
55 H 5.8366 -0.3067 3.4516
56 H 6.5363 1.0453 4.3687
57 H 6.8849 0.8612 2.6372
58 H 4.3508 1.6987 -2.2077
59 H -0.3867 -1.8635 -4.4888
60 H -2.1885 -3.3363 1.4228
61 H -2.4093 -2.7828 -4.5649
62 H -3.4167 -3.9302 -3.7042
63 H -0.5307 -4.4964 -4.5873
64 H -1.9763 -5.0773 -5.4424
65 H -1.6113 -5.6515 -3.8021
66 H -3.9571 -4.5943 -1.6668
67 H -3.7905 -4.0472 -0.0106
68 H -2.1040 -6.2415 -1.3335
69 H -3.3803 -6.4997 -0.1269
70 H -1.8770 -5.6649 0.3178
71 H 3.7373 2.5399 -4.3065
72 H 3.1456 1.8678 -5.8155
73 H 5.4123 0.6582 -4.1344
74 H 5.6367 1.6000 -5.6244
75 H 4.8314 0.0185 -5.6723
76 H 1.3741 0.7303 -6.5488
77 H 0.0884 -0.3355 -6.0261
78 H 2.9380 -1.1947 -6.7828
79 H 1.4658 -1.5133 -7.7244
80 H 1.7091 -2.2934 -6.1448
81 H 6.0539 2.9799 0.9248
82 H 5.3499 3.1056 -0.6772
83 H 7.2904 0.9047 0.2307
84 H 7.6983 2.2703 -0.8296
85 H 6.5680 1.0128 -1.3778
86 C 0.6366 4.2014 -2.0164
87 C 0.2218 2.8141 -1.6214
88 N 0.6991 2.2452 -0.5789
89 O 1.4867 3.1305 0.1558
90 C -0.8293 2.1167 -2.3740
91 C -1.5686 2.8022 -3.4837
92 N -1.1769 0.9233 -1.9299
93 O -2.2179 0.3712 -2.4606
94 H 1.6280 4.4171 -1.6210
95 H -0.0649 4.9421 -1.6133
96 H 0.6437 4.2941 -3.1033
97 H 1.7476 2.5774 0.9029
98 H -1.8743 3.8191 -3.2073
99 H -2.4558 2.2084 -3.6889
100 H -0.9688 2.8599 -4.4038
101 O -0.9369 0.7934 1.0351
102 Si -2.3333 1.3399 1.4891
103 C -3.8250 0.1769 1.3245
104 C -4.1958 -0.2836 0.0453
105 C -5.3333 -1.0696 -0.1248
106 C -6.1091 -1.4416 0.9740
107 C -5.7425 -1.0196 2.2492
108 C -4.6169 -0.2102 2.4155
109 C -2.9049 2.9478 0.6333
110 C -1.9636 3.9776 0.4540
111 C -2.3239 5.2002 -0.1069
112 C -3.6397 5.4239 -0.5115
113 C -4.5867 4.4169 -0.3516
114 C -4.2189 3.1946 0.2137
115 C -2.3223 1.8335 3.3412
116 C -1.5406 1.0753 4.2314
117 C -1.4578 1.3928 5.5863
118 C -2.1605 2.4847 6.0896
119 C -2.9405 3.2530 5.2286
120 C -3.0153 2.9306 3.8731
121 H -3.5836 -0.0229 -0.8308
122 H -5.6076 -1.4029 -1.1223
123 H -6.9928 -2.0566 0.8368
124 H -6.3377 -1.3101 3.1097
125 H -4.3472 0.1239 3.4168
126 H -0.9272 3.8064 0.7593
127 H -1.5804 5.9809 -0.2361
128 H -3.9225 6.3743 -0.9515
129 H -5.6106 4.5811 -0.6724
130 H -4.9690 2.4132 0.3235
131 H -0.9740 0.2263 3.8389
132 H -0.8368 0.7920 6.2458
133 H -2.0961 2.7428 7.1412
134 H -3.4864 4.1066 5.6132
135 H -3.6218 3.5493 3.2147